Entry 1:
74
Properties=species:S:1:pos:R:3:forces:R:3 method="wB97M-V/def2-TZVPD" total_charge=0 spin_multiplicity=1 smiles="O=C1c2ccccc2C(=O)c2ccccc21.O=C1c2ccccc2C(=O)c2ccccc21.CCOC[C@@H]1CCCOS1(=O)=O" homo_ev=-9.743
O 4.263816 4.795123 2.165584 0.014 0.015 -0.005
C 3.508736 3.984871 2.657886 0.038 0.022 -0.028
C 3.241231 2.675983 1.997424 -0.090 0.039 0.067
C 3.876596 2.379663 0.798051 0.046 -0.062 -0.050
C 3.670370 1.154463 0.187847 -0.023 0.007 -0.038
C 2.826880 0.217472 0.776344 -0.056 0.044 0.013
C 2.165712 0.518786 1.955944 0.080 -0.031 -0.084
C 2.363655 1.752014 2.567420 0.018 -0.007 0.105
C 1.611738 2.069142 3.817297 -0.142 -0.053 -0.170
O 0.764072 1.312936 4.246480 0.059 -0.006 0.028
C 1.906407 3.361470 4.496431 0.074 -0.013 -0.047
C 1.255819 3.663103 5.685959 -0.011 0.037 0.093
C 1.528175 4.852463 6.338962 0.007 0.011 -0.007
C 2.449225 5.746869 5.804722 -0.012 -0.007 0.007
C 3.091055 5.456514 4.613331 -0.006 0.079 0.063
C 2.821576 4.264847 3.953110 -0.033 -0.052 -0.021
H 4.529388 3.116973 0.352225 0.019 0.037 0.054
H 4.150037 0.928479 -0.754761 -0.016 -0.031 0.010
H 2.676560 -0.743394 0.300569 0.024 0.002 -0.002
H 1.496459 -0.193931 2.416221 -0.019 0.021 0.060
H 0.543891 2.957261 6.090827 0.010 -0.043 -0.040
H 1.023803 5.084896 7.267489 0.001 0.004 0.008
H 2.663884 6.674078 6.319269 -0.003 0.007 0.006
H 3.803387 6.147016 4.183823 0.010 -0.028 -0.054
O 3.063388 -0.164565 -2.809874 0.001 0.000 0.008
C 2.577072 -0.862675 -3.677046 -0.002 -0.033 0.094
C 1.298618 -1.594800 -3.450240 0.068 0.026 -0.082
C 0.645427 -1.452102 -2.232419 -0.059 -0.030 0.039
C -0.544036 -2.121697 -2.001744 -0.011 -0.031 0.056
C -1.090340 -2.931500 -2.992045 -0.023 0.000 0.027
C -0.444007 -3.080277 -4.206306 -0.052 -0.039 0.033
C 0.754649 -2.418513 -4.438743 0.089 0.050 -0.020
C 1.448451 -2.616285 -5.742821 -0.032 -0.051 0.002
O 1.001534 -3.364251 -6.585356 -0.008 0.011 -0.027
C 2.716398 -1.865759 -5.976332 -0.022 0.031 0.059
C 3.368933 -2.010237 -7.193578 0.070 0.014 -0.068
C 4.538023 -1.310767 -7.437702 0.009 0.008 0.011
C 5.061352 -0.463359 -6.467287 -0.003 -0.010 -0.016
C 4.419402 -0.321410 -5.249680 0.077 0.026 -0.042
C 3.247042 -1.022849 -4.998051 -0.071 -0.014 -0.016
H 1.079238 -0.815998 -1.472742 0.025 0.040 -0.043
H -1.047976 -2.017547 -1.049895 -0.058 0.029 -0.005
H -2.021532 -3.452228 -2.811028 -0.014 -0.005 0.032
H -0.854804 -3.713718 -4.980120 0.043 0.006 -0.041
H 2.950653 -2.671101 -7.939847 -0.053 -0.016 0.027
H 5.044260 -1.423764 -8.387163 0.006 0.004 -0.007
H 5.972458 0.086296 -6.662909 0.009 -0.001 -0.004
H 4.817649 0.331927 -4.485996 -0.038 -0.013 0.043
C -1.131790 -1.313903 2.694242 -0.246 0.297 0.010
C -1.398004 -0.382816 1.505868 0.129 0.112 0.301
O -2.390676 -0.884771 0.624827 -0.012 0.021 -0.306
C -3.691202 -0.498941 0.990069 0.213 -0.180 -0.212
C -4.681930 -1.236648 0.106303 -0.379 0.149 0.314
C -6.068630 -0.577102 0.137676 0.271 0.020 0.170
C -6.649710 -0.549583 1.548160 0.045 0.012 0.034
C -6.655189 -1.944250 2.188025 -0.185 -0.012 0.191
O -6.325127 -2.977275 1.237811 -0.195 0.136 -0.166
S -4.861476 -2.953358 0.618937 0.078 -0.014 -0.119
O -3.928037 -3.236317 1.660448 0.113 -0.093 0.235
O -4.943196 -3.781079 -0.537516 0.023 -0.097 -0.089
H -0.154669 -1.785220 2.632282 0.004 -0.151 -0.030
H -1.175712 -0.748410 3.623094 0.129 -0.053 0.091
H -1.902122 -2.083209 2.727326 0.051 -0.096 -0.037
H -1.701598 0.604378 1.869356 -0.035 0.054 -0.055
H -0.499552 -0.221398 0.911517 0.011 -0.092 -0.101
H -3.872741 -0.724992 2.044244 -0.043 0.068 0.085
H -3.818520 0.577845 0.819259 -0.034 0.066 0.110
H -4.307035 -1.282815 -0.913915 0.095 -0.054 -0.035
H -5.955584 0.449971 -0.208742 -0.091 -0.022 -0.212
H -6.741880 -1.114844 -0.526135 -0.016 0.074 -0.126
H -7.659323 -0.145689 1.497236 -0.064 -0.049 0.036
H -6.077809 0.127741 2.183681 0.023 0.051 -0.046
H -7.654492 -2.198883 2.529954 0.018 -0.140 -0.013
H -5.988316 -2.018352 3.046463 0.153 0.000 -0.057



Entry 2:
4
Properties=species:S:1:pos:R:3:forces:R:3 method="wB97M-V/def2-TZVPD" total_charge=0 spin_multiplicity=1 e_above_lowest_kj_mol=51.2 homo_ev="-9.932 / -8.677"
N 0.711904 -0.314382 0.028462 -6.030 -3.110 -0.211
N -0.332855 -0.771524 -0.011220 2.487 2.691 0.245
F -1.945754 0.963024 -0.002805 1.357 -1.141 -0.014
H 1.566704 0.122882 -0.014437 2.186 1.559 -0.019



Number 1: F_max 0.51 eV/Å. Number 2: F_max 6.79 eV/Å.